Record 1
The following is a DFT calculation (the ωB97M-V functional and the def2-TZVPD basis) of a cluster of 10 separate species, C22H62NO10S9 in total in a non-equilibrium geometry.

As for the spin multiplicity: 1. As for the charge: -1.

```
104
Properties=species:S:1:pos:R:3:forces:R:3:mulliken_charge:R:1
C -2.7401 -0.4985 0.3685 -0.90 -0.07 -0.17 -0.7739
C -4.1034 0.1452 0.8813 0.97 -0.04 -0.84 0.3104
C -5.2827 -0.9005 1.1775 -0.65 0.30 -1.20 -0.5751
C -5.0886 -2.0922 0.1420 0.35 0.12 1.16 0.3621
N -5.2434 -1.7174 -1.2682 0.30 -0.34 1.88 -0.7256
O -4.7892 -3.2335 0.5157 -0.85 1.88 -1.18 -0.5384
H -2.5388 -1.5197 0.8118 -0.21 0.97 -0.47 -0.3088
H -2.7179 -0.5129 -0.7730 -0.01 -0.22 1.14 0.1023
H -3.9179 0.8378 1.7702 -0.52 -1.02 -0.86 0.2846
H -4.4746 0.8208 0.0383 0.44 -0.65 1.17 -0.3407
H -5.3553 -1.2529 2.2453 0.26 0.07 -1.24 0.2876
H -6.2624 -0.3734 0.8999 0.89 -0.74 0.54 0.3261
H -5.4031 -0.7009 -1.2922 0.41 -0.64 -0.06 0.3884
H -4.3264 -1.9224 -1.6892 -0.60 0.21 0.11 0.3145
C -2.1031 -2.1000 4.2703 0.04 -0.02 -0.16 -0.6786
S -1.2664 -0.8114 5.2186 -0.08 0.17 -0.28 0.4056
O -1.2996 0.4393 4.4081 0.10 -0.34 0.37 -0.5898
C 0.3873 -1.5167 5.0567 0.25 -0.02 -0.12 -0.5122
H -3.1615 -1.8479 4.2043 0.09 0.10 0.03 0.2488
H -1.6821 -2.1598 3.2646 -0.01 0.08 -0.01 0.1396
H -1.9904 -3.0575 4.7829 0.03 0.05 0.04 0.3805
H 0.6501 -1.6110 4.0012 -0.17 0.00 -0.03 0.3414
H 0.4151 -2.4953 5.5395 -0.05 0.04 0.01 0.3604
H 1.0978 -0.8512 5.5495 -0.24 0.01 0.12 -0.1529
C -5.7920 3.3080 -2.5445 0.20 0.11 0.10 -0.8143
S -4.1584 3.8185 -1.9740 0.04 -0.32 0.39 0.4146
O -3.9788 3.2848 -0.5950 -0.15 0.42 -0.56 -0.5521
C -4.5558 5.5747 -1.8279 -0.08 0.15 0.02 -0.9698
H -5.7905 2.2252 -2.6685 0.08 0.06 0.05 0.2890
H -6.5474 3.5868 -1.8124 0.11 -0.01 -0.03 0.3385
H -6.0075 3.7811 -3.5047 -0.06 -0.01 0.03 0.2886
H -5.3896 5.7111 -1.1374 0.02 -0.09 -0.01 0.2960
H -4.8124 5.9738 -2.8115 0.00 -0.03 0.00 0.3295
H -3.6781 6.0951 -1.4443 0.00 -0.13 -0.02 0.3423
C -9.5306 2.1077 -4.8498 0.05 -0.06 -0.07 -0.5328
S -9.7647 3.2534 -3.4784 0.13 -0.16 -0.02 0.4176
O -8.6097 3.0746 -2.5497 -0.56 -0.03 -0.23 -0.5477
C -11.1790 2.3963 -2.7546 -0.05 -0.08 0.11 -1.0064
H -8.6596 2.4317 -5.4218 -0.06 0.04 0.14 0.0217
H -9.3592 1.0996 -4.4682 -0.02 0.06 0.11 0.3037
H -10.4138 2.1217 -5.4915 -0.02 0.06 0.07 0.3546
H -10.9042 1.3705 -2.5047 0.08 0.05 -0.02 0.3127
H -12.0092 2.4022 -3.4629 0.06 0.04 -0.01 0.3777
H -11.4741 2.9239 -1.8474 0.09 0.02 -0.07 0.3260
C 4.3637 2.3911 6.9265 0.06 -0.02 0.06 -0.8403
S 2.9602 1.5124 6.2095 -0.15 -0.01 0.11 0.5049
O 2.2444 0.8255 7.3267 0.32 0.06 -0.20 -0.6278
C 3.9405 0.2662 5.3490 -0.09 -0.07 0.01 -0.5807
H 3.9810 3.2022 7.5462 -0.11 -0.08 -0.07 0.3584
H 4.9546 1.7114 7.5419 -0.02 -0.02 -0.06 0.2505
H 4.9806 2.8061 6.1280 0.00 -0.07 0.02 0.3047
H 4.5580 -0.2818 6.0625 -0.04 0.08 0.05 0.2071
H 4.5692 0.7490 4.6021 -0.11 0.03 0.05 0.2169
H 3.2587 -0.4256 4.8539 -0.05 0.12 0.05 0.2375
C 8.3497 0.5945 3.4616 0.00 -0.02 -0.03 -0.8467
S 7.2970 0.4303 4.9142 0.46 0.13 -0.10 0.7575
O 7.5955 1.5815 5.8202 -0.04 -0.25 -0.12 -0.6717
C 8.1348 -1.0186 5.5879 0.06 -0.09 0.04 -1.0497
H 8.0293 1.4726 2.9004 -0.07 -0.01 0.14 0.3646
H 9.3907 0.7191 3.7661 -0.05 0.02 0.11 0.2949
H 8.2447 -0.2935 2.8354 -0.01 0.04 0.05 0.1959
H 9.1880 -0.7920 5.7615 -0.04 0.09 -0.02 0.3431
H 8.0385 -1.8514 4.8890 -0.04 0.08 -0.04 0.3425
H 7.6598 -1.2825 6.5331 -0.04 0.10 -0.06 0.3244
C 9.9420 -2.5310 -0.7336 -0.02 0.02 0.04 -0.8113
S 9.9472 -2.5481 1.0685 -0.01 0.00 -0.14 0.4174
O 8.6830 -1.8906 1.5206 0.26 -0.08 -0.15 -0.5992
C 11.2803 -1.3476 1.2666 0.00 0.12 0.04 -0.9564
H 9.1487 -3.1911 -1.0818 0.04 0.07 0.06 0.1527
H 9.7559 -1.5194 -1.0961 -0.05 -0.04 0.05 0.3041
H 10.9021 -2.8926 -1.1053 -0.02 -0.02 0.08 0.4307
H 11.0119 -0.4095 0.7783 -0.07 -0.06 -0.01 0.3015
H 12.1978 -1.7487 0.8335 -0.06 -0.04 0.01 0.3846
H 11.4303 -1.1720 2.3321 -0.06 -0.08 -0.04 0.3179
C -2.1610 -4.0954 -0.7881 0.08 -0.04 -0.04 -0.7371
S -0.9245 -4.8453 0.2882 -0.22 0.37 0.07 0.3513
O -0.6781 -3.9084 1.4242 0.12 -0.38 -0.31 -0.5149
C 0.4552 -4.6678 -0.8648 0.22 0.07 -0.05 -1.0418
H -3.1124 -4.0605 -0.2534 0.16 0.02 0.02 0.1229
H -1.8604 -3.0797 -1.0539 0.03 0.04 0.19 0.2222
H -2.2720 -4.7044 -1.6887 0.08 -0.11 0.06 0.4880
H 0.5929 -3.6156 -1.1198 -0.10 0.01 0.08 0.3105
H 0.2539 -5.2508 -1.7653 -0.05 -0.01 0.05 0.4031
H 1.3581 -5.0459 -0.3834 -0.09 -0.01 0.05 0.3328
C -5.2661 2.7435 -8.4363 -0.05 0.08 -0.11 -1.0137
S -5.4349 2.6893 -6.6406 -0.03 0.00 0.12 0.5502
O -6.8471 3.0536 -6.3141 0.35 0.11 -0.26 -0.6418
C -4.4142 4.1401 -6.3129 -0.04 0.13 -0.02 -0.6188
H -5.8622 1.9369 -8.8627 0.02 0.01 0.13 0.3296
H -5.6264 3.7011 -8.8156 -0.02 -0.01 0.08 0.3071
H -4.2188 2.6012 -8.7073 -0.03 -0.02 0.07 0.3766
H -4.8280 5.0099 -6.8256 -0.07 -0.07 -0.02 0.3166
H -3.3948 3.9516 -6.6530 -0.05 -0.07 0.04 0.3900
H -4.4084 4.3208 -5.2378 -0.01 -0.13 -0.05 -0.0178
C 5.6696 -0.9135 -2.1096 -0.02 0.07 -0.03 -0.9770
S 6.5079 -2.5072 -2.2070 -0.08 0.08 -0.08 0.6384
O 7.6776 -2.3434 -3.1246 -0.22 0.00 0.09 -0.6383
C 5.2070 -3.3455 -3.1343 -0.04 -0.02 -0.09 -1.0133
H 6.3245 -0.2110 -1.5945 0.03 -0.13 0.01 0.2995
H 5.4569 -0.5432 -3.1135 0.05 -0.09 -0.01 0.3341
H 4.7426 -1.0240 -1.5448 0.06 -0.04 0.01 0.3785
H 5.0233 -2.8220 -4.0736 0.07 0.04 0.05 0.3077
H 4.2954 -3.3757 -2.5354 0.07 0.02 0.03 0.3699
H 5.5355 -4.3634 -3.3443 0.06 0.08 0.07 0.3116
```
Positions in Å, forces in eV/Å.

---

Record 2
The following is a DFT calculation (the ωB97M-V functional and the def2-TZVPD basis) of a cluster of 9 separate species, C22H62O17S4 in total in a non-equilibrium geometry.

As for the spin multiplicity: 1. As for the charge: 0. The SMILES is CCOS(C)(=O)=O.CCOS(C)(=O)=O.CCOS(C)(=O)=O.CCOS(C)(=O)=O.CCO.CCO.CCO.CCO.CCO.

```
105
Properties=species:S:1:pos:R:3:forces:R:3:mulliken_charge:R:1
C -2.6666 -0.7510 6.8496 -0.49 0.90 -1.22 -1.4525
C -1.7122 0.0337 5.9456 -0.23 -0.88 1.33 0.2841
O -2.5367 0.8314 5.0771 0.29 0.00 -0.14 -0.2935
S -1.7274 1.7526 4.0527 -0.66 -0.64 0.44 1.1074
C -2.9048 1.7627 2.7365 0.07 0.79 0.04 -0.2976
O -1.5010 3.0092 4.6758 -0.21 0.55 -0.21 -0.6892
O -0.6132 1.0090 3.5802 1.02 -0.48 -0.34 -0.4342
H -2.1455 -1.5428 7.3695 -0.01 -0.05 0.27 0.3748
H -3.4478 -1.1457 6.1923 0.09 -0.39 0.21 0.3369
H -3.1759 -0.0376 7.4948 0.12 -0.25 0.42 0.3933
H -1.0927 0.6475 6.6023 0.18 0.25 -0.46 0.3808
H -1.0987 -0.6740 5.3912 0.12 0.35 -0.32 -0.0929
H -2.2967 1.7651 1.8365 -0.08 0.07 -0.13 -0.3975
H -3.4819 2.6804 2.8079 -0.17 -0.05 -0.09 0.4350
H -3.5306 0.8812 2.7717 0.01 -0.11 0.13 0.3737
C 3.2902 -3.0778 -1.3747 -0.68 0.75 0.53 -1.3559
C 2.4342 -3.7352 -0.2963 1.24 -0.15 -0.52 0.3887
O 1.8953 -5.0156 -0.8067 -0.20 0.70 0.11 -0.3449
S 0.7927 -5.7034 0.1019 1.30 0.24 -1.32 1.2275
C 0.9558 -7.3139 -0.5658 -0.39 -0.24 0.21 -1.1167
O 1.2707 -5.6582 1.4311 0.15 -0.29 1.67 -0.5375
O -0.4849 -5.1720 -0.1983 -1.07 0.30 -0.18 -0.6332
H 2.7171 -2.5794 -2.1567 -0.14 -0.49 -0.23 0.3007
H 4.0524 -3.7394 -1.7708 0.02 -0.05 -0.06 0.3823
H 3.7507 -2.2282 -0.8565 0.32 -0.21 -0.05 0.3600
H 3.1324 -3.9580 0.5146 -0.54 -0.19 0.20 0.1738
H 1.6624 -3.0521 0.0510 -0.28 -0.29 -0.01 0.0569
H 1.9118 -7.7190 -0.2568 0.13 0.01 -0.13 0.3311
H 0.8354 -7.2610 -1.6420 0.11 0.00 -0.07 0.3526
H 0.1495 -7.9068 -0.1384 -0.03 -0.03 0.01 0.3840
C -1.5579 -2.2638 3.0397 0.30 1.12 -0.68 -0.9877
C -0.4827 -3.1658 3.5799 -0.34 -0.22 0.67 -0.5408
O 0.7988 -3.0113 2.9411 -0.20 0.05 -0.37 0.0548
S 2.0604 -3.0119 3.9111 -1.13 -0.33 -0.95 1.1673
C 1.8800 -4.6027 4.6530 0.34 0.38 0.94 -0.9281
O 3.2001 -3.0356 3.0721 0.59 0.08 -0.42 -0.6393
O 1.8546 -1.9337 4.8167 0.22 0.06 0.91 -0.5889
H -1.2224 -1.2328 2.8807 0.40 -0.16 0.31 -0.1366
H -2.3497 -2.1653 3.7849 -0.26 -0.41 -0.28 0.3326
H -1.9033 -2.5552 2.0467 -0.31 -0.39 0.25 0.4491
H -0.3732 -2.9604 4.6524 0.06 0.00 -0.18 0.5638
H -0.8078 -4.2057 3.4705 0.27 0.01 -0.05 0.2731
H 1.7615 -5.3776 3.9067 0.09 0.11 -0.31 0.2236
H 1.0352 -4.5787 5.3379 0.01 -0.04 -0.02 0.3456
H 2.7960 -4.7288 5.2328 -0.07 -0.22 -0.03 0.4286
C 3.4490 4.9790 -0.2474 -0.08 0.28 -0.23 -1.1085
C 3.7299 3.5124 -0.1907 0.40 -0.15 -0.33 -0.1857
O 3.1179 2.9525 0.9907 0.22 0.09 -0.09 -0.3084
S 3.6308 1.4743 1.3377 -1.25 1.21 0.63 1.3113
C 2.4087 1.1275 2.5465 0.01 -0.67 0.44 -0.4701
O 3.4048 0.7021 0.1631 0.40 -0.81 -0.53 -0.5890
O 4.9000 1.5839 1.9709 0.68 -0.37 -0.23 -0.7302
H 2.3859 5.1487 -0.4156 -0.03 0.15 0.20 0.0590
H 3.9816 5.3958 -1.1047 -0.02 0.00 -0.02 0.4111
H 3.8047 5.4963 0.6405 -0.14 0.01 0.10 0.4141
H 3.3267 3.0209 -1.0767 -0.05 -0.15 0.14 0.1660
H 4.8110 3.3381 -0.1746 -0.09 -0.09 0.17 0.3986
H 2.8278 1.2940 3.5338 -0.01 0.32 0.00 0.5213
H 2.1609 0.0672 2.5046 -0.03 0.01 -0.22 -0.1410
H 1.5285 1.7278 2.3648 -0.09 0.03 -0.01 0.2234
C -2.3716 1.8890 -5.2713 0.11 0.62 -0.20 -0.6568
C -3.2098 1.6152 -6.4976 -0.72 -0.89 0.75 -0.4733
O -2.4750 1.2969 -7.6487 0.26 0.35 -0.70 -0.5250
H -3.0194 2.0654 -4.4111 0.06 -0.16 0.10 0.3027
H -1.7970 2.8053 -5.4206 0.19 -0.12 0.08 0.3755
H -1.6828 1.0687 -5.0682 -0.02 -0.03 0.13 0.1226
H -3.8581 2.4589 -6.7243 0.17 0.15 -0.21 0.3574
H -3.8937 0.7820 -6.2572 -0.01 0.10 -0.11 0.2218
H -2.0256 0.4555 -7.5471 0.00 -0.03 0.21 0.2945
C -3.5651 -1.7440 -3.7004 -1.35 -1.40 -0.98 -1.4337
C -2.5312 -1.5800 -2.6543 0.41 0.50 0.59 0.3591
O -1.2284 -1.5469 -3.2464 -0.15 -0.05 -0.03 -0.6050
H -3.4518 -1.0579 -4.5381 0.15 0.14 0.10 0.2935
H -4.6131 -1.7101 -3.3832 0.25 0.48 0.45 0.3991
H -3.5415 -2.7753 -4.0935 0.38 0.24 -0.18 0.4114
H -2.5397 -2.3608 -1.8911 -0.25 -0.08 -0.02 0.2239
H -2.6718 -0.6217 -2.1519 0.14 0.04 0.09 0.0250
H -1.2316 -2.2186 -3.9380 0.27 0.09 0.04 0.3113
C -2.3057 4.5110 0.2754 1.13 0.50 1.50 -0.5942
C -1.5583 5.2955 -0.7657 -1.07 0.11 -1.07 -0.2439
O -1.6815 4.4617 -1.9231 0.44 0.07 -0.35 -0.4725
H -3.3567 4.3854 0.0460 0.02 -0.40 -0.37 0.3380
H -2.2635 4.9871 1.2649 0.00 0.18 -0.17 0.4143
H -1.7108 3.6037 0.3936 -0.68 -0.42 -0.07 -0.2042
H -0.5160 5.5126 -0.5292 0.01 -0.18 0.23 0.1615
H -2.0774 6.2415 -0.9762 0.25 0.06 0.14 0.3242
H -0.9705 4.6235 -2.5576 -0.02 -0.04 0.15 0.2592
C 2.6008 2.7655 -5.2542 -0.03 0.69 -0.02 -1.3441
C 2.3058 2.7174 -3.7647 -0.33 -0.38 -0.36 0.1943
O 0.9605 3.0835 -3.5003 -0.19 -0.30 0.18 -0.3708
H 2.3049 3.7272 -5.6857 -0.01 0.02 0.19 0.2867
H 2.0147 2.0137 -5.7812 0.24 -0.19 -0.03 0.3066
H 3.6761 2.6727 -5.4250 -0.09 -0.34 -0.15 0.3822
H 2.9683 3.3820 -3.2060 0.07 0.01 -0.05 0.0854
H 2.4702 1.6820 -3.4416 0.15 0.17 0.29 0.2365
H 0.4810 2.2777 -3.2049 0.08 0.52 0.01 0.2218
C -0.1619 -0.0830 -0.1539 -0.46 -0.62 1.15 0.3032
C -0.7036 1.1085 -0.8904 0.21 -0.32 -1.43 -0.4550
O -0.4223 1.0404 -2.3131 -0.09 -0.43 0.39 -0.2969
H -0.5459 -1.0256 -0.5507 0.05 0.04 -0.29 0.2827
H -0.5468 -0.0694 0.8796 0.12 0.16 -0.12 -0.3055
H 0.9168 -0.1647 -0.0585 0.19 0.29 -0.37 0.0043
H -0.2402 2.0354 -0.5608 -0.25 0.10 0.11 0.1636
H -1.7984 1.1317 -0.8249 0.11 0.34 0.47 0.1969
H -0.7244 0.1691 -2.6371 0.40 0.39 -0.02 0.1344
```
Positions in Å, forces in eV/Å.

---

Number 1: frontier orbital gap 2.3174 eV. Number 2: frontier orbital gap 9.7951 eV.